1.
ORCA calculation (ωB97M-V/def2-TZVPD) on a 2-piece molecular cluster, C4H10 overall.

Its spin multiplicity is 2. The value obtained for the electronic energy is -157.9839 a.u. Its expectation value of S² is 0.753. Its charge is +1. The value obtained for the HOMO-LUMO gap (alpha / beta) is 11.131 / 6.944 eV.

```
14
C4H10 | the Open Molecules 2025 dataset | ωB97M-V/def2-TZVPD
C -1.2281 -1.4377 1.9173
H -0.9942 -0.3904 2.2544
H -2.1485 -1.9096 2.3703
H -0.3628 -2.1387 2.1376
H -1.2865 -1.2729 0.8232
C 0.9738 -0.5375 -0.8969
C 0.4967 0.8298 -1.1790
C 0.0679 1.7493 -0.2899
H 1.2373 -0.8921 0.1242
H 0.1144 -1.1488 -1.0797
H 1.8057 -0.9286 -1.6926
H 0.1052 0.9537 -2.2521
H -0.3896 2.5774 -0.7299
H 0.0573 1.5273 0.7356
```

Atomic partial charges in e from the natural (NBO) method, atoms 1 to 4: -0.859, 0.201, 0.257, 0.228

***

2.
ORCA calculation (ωB97M-V/def2-TZVPD) on the molecule C4H10B2O2.

The value obtained for the electronic energy is -358.4746 a.u. The value obtained for the HOMO-LUMO gap is 10.811 eV.

```
18
C4H10B2O2 | the Open Molecules 2025 dataset | ωB97M-V/def2-TZVPD
B 2.6043 0.6183 0.4851
B -0.2103 -0.8331 1.4615
C -0.7863 0.2268 -0.6654
C -2.4222 -0.9231 -1.7254
C 1.2422 1.3032 0.4971
C 0.4001 0.0091 0.2662
O -1.0295 1.1216 -1.3827
O -1.3888 -0.9510 -0.8306
H 3.3180 0.6532 -0.4274
H 2.7754 0.0088 1.3975
H -0.5199 -1.9339 1.2278
H -0.6761 -0.2835 2.3620
H -3.1248 -1.8093 -1.3746
H -1.9776 -1.1245 -2.7852
H -3.0744 -0.0992 -1.6963
H 0.8742 2.1716 -0.2128
H 0.9180 1.7894 1.5202
H 1.1337 -0.5998 -0.2892
```

Atomic partial charges in e from the natural (NBO) method, atoms 1 to 4: 0.444, 0.513, 0.821, -0.263